Entry from OMol25: a cluster of 13 separate species, C34H94O18 in total in a non-equilibrium geometry (ωB97M-V/def2-TZVPD).

Structure (XYZ):
```
146
Properties=species:S:1:pos:R:3
H -3.95 -3.44 0.57
H 1.24 5.69 0.21
O 3.47 2.03 1.01
H 1.24 -1.28 -0.92
H 2.22 4.21 0.24
O 0.36 -2.76 -2.85
H -2.45 1.51 3.44
H 0.65 -2.49 -3.73
H -0.22 1.19 -5.15
H 0.12 -5.74 -1.52
C 0.07 -4.66 -1.45
H 5.86 -3.61 1.52
H -5.83 0.54 2.69
H 3.13 0.65 3.50
H -3.53 3.78 3.15
C 1.03 -0.59 3.98
H 4.45 3.18 4.12
O -3.83 2.21 0.81
C 5.89 -1.58 -2.95
H 2.91 2.98 3.73
C 1.12 -0.20 -0.98
H -4.16 1.42 5.31
H -0.67 2.27 -2.49
H 3.74 -1.11 -2.29
H 4.00 1.77 0.26
O 3.73 1.16 4.04
C -3.54 -4.35 3.26
H -4.42 -5.49 1.31
O 1.01 -2.38 -5.61
H -2.54 -4.18 -0.03
H -2.94 4.81 -3.76
H -2.40 -2.81 1.16
H -0.92 -1.18 0.63
H -1.99 4.50 -2.26
C -0.31 0.36 -0.85
H -0.47 0.22 1.31
H -5.99 -0.63 0.09
O -3.35 4.64 2.76
H -6.92 -0.60 -1.29
H -3.66 5.57 0.94
H -3.49 3.71 -0.51
H -6.17 0.24 4.19
H 1.22 -1.55 -7.53
H -4.69 -0.25 -2.63
H -6.12 1.99 3.61
C -4.15 1.11 4.27
H 0.05 -4.64 -3.59
C 1.29 5.01 2.87
H 7.45 -1.09 -1.94
C 1.52 -1.36 -6.50
H 6.92 -0.73 -4.77
H 2.49 -5.27 -2.86
H -3.66 1.98 1.73
H 1.59 0.08 -1.92
H -4.19 -0.98 4.48
O -0.26 1.79 -0.65
H 1.06 6.07 2.81
C -2.89 -4.71 2.01
H 2.58 -3.70 -2.11
H 4.32 -0.24 -3.73
C 4.78 -3.71 1.59
C 4.13 -2.40 2.06
H 2.60 -1.51 -6.54
H -0.39 4.40 1.72
H 0.58 -4.27 -0.56
C 4.33 -1.26 1.01
H 5.32 2.31 1.90
H -3.50 -3.28 3.45
H 1.77 2.65 1.53
H 2.44 -3.90 -3.92
H -3.20 -4.88 4.15
C -0.98 -0.11 0.41
H 0.05 1.63 3.06
H 1.03 -3.22 -6.08
O -3.51 -5.79 1.42
C -1.93 2.97 -3.78
C -4.72 -0.69 -1.63
C 3.86 2.50 3.52
C 1.21 4.60 0.34
H -3.05 2.07 -2.07
H -2.66 0.90 -3.32
O 6.62 -0.66 -2.17
O -3.32 1.90 3.39
C -2.93 -3.71 0.87
H 0.42 2.01 0.00
C -2.89 1.95 -3.14
H 6.07 -2.18 -5.04
C -3.84 4.62 1.45
H 0.64 4.12 -0.46
H -1.85 -5.02 2.16
H -5.47 1.57 -0.27
H 7.52 -2.31 -4.22
H -1.15 5.03 -3.65
H -2.60 -0.32 4.81
C -5.98 -0.20 -0.91
C 0.38 0.64 4.69
C -5.63 1.01 3.65
H -0.98 -4.37 -1.44
C -3.47 -0.22 4.17
H 3.99 -1.94 -3.77
H 4.36 -2.06 3.07
H 3.95 -1.56 0.04
H -2.02 0.19 0.54
C 0.61 -4.16 -2.79
H 5.86 -2.56 -2.48
H 4.36 -4.54 2.16
H -4.93 4.57 1.38
H 1.99 -0.98 2.33
H 1.77 -0.94 4.70
C 0.68 4.22 1.73
O 1.70 -0.23 2.85
H -3.88 -0.36 -1.01
C 4.41 -1.16 -3.15
H -2.19 3.44 0.58
H 4.27 3.73 1.67
H 4.43 -3.93 0.58
O -0.07 0.61 -5.90
H 1.58 0.10 -4.86
H -3.90 -2.35 -2.16
C 6.64 -1.66 -4.27
H 0.82 4.75 3.82
H -3.13 -0.40 3.15
O 2.73 -2.55 2.10
H 1.87 0.02 -0.22
C -2.01 4.44 -3.35
H -0.92 0.14 -1.72
H 0.30 -1.37 3.75
H -3.92 2.13 -3.46
O -4.74 -2.08 -1.76
O -0.63 2.38 -3.44
C 1.27 0.07 -5.91
C 2.12 -4.25 -2.94
C -3.27 3.48 0.54
H 2.38 4.98 2.96
H -4.59 -4.61 3.14
H -0.24 0.26 5.49
O 0.91 2.84 1.92
H 5.42 -1.14 0.96
O -6.04 1.18 -0.94
H -1.98 2.95 -4.87
H 1.13 1.37 5.00
H 1.98 0.75 -6.38
H 2.67 -3.37 2.60
O -0.54 1.30 3.74
C 4.31 2.69 1.99
H 3.78 -0.38 1.32
```

Results
LUMO (eV): 0.3
Energy above the lowest of the compared OMol25 structures with the same formula, charge and spin (kJ/mol): 247.0

Mulliken population analysis, charges in e, atoms 1 to 5: H 0.501; H 0.500; O -0.538; H 0.411; H 0.045